C33H40NO2PPt | ωB97M-V/def2-TZVPD

```
78
Properties=species:S:1:pos:R:3:forces:R:3
Pt -0.1536 0.7560 0.1553 -0.3023 -0.4240 -1.4510
C -1.9411 1.4870 1.9667 -0.3753 -0.2877 0.2204
C -0.6247 2.1658 1.8621 -0.1907 0.4968 0.3594
C -0.7929 3.1845 0.9499 0.4328 -0.5638 -0.3038
C -2.2105 3.1549 0.4883 -0.4621 -0.1487 0.0193
C -2.8760 2.1246 1.1232 -0.1247 0.1402 0.0940
C -4.3254 1.7990 0.9725 0.0105 0.0794 -0.0452
C -2.8072 4.1308 -0.4416 0.0899 0.0181 -0.0441
C 0.1607 4.2598 0.6010 -0.0353 0.0653 -0.1112
C 0.4304 2.0714 2.9171 0.0003 -0.0609 0.0463
C -2.2692 0.4986 3.0153 0.1502 -0.1292 -0.1199
H -4.9397 2.5471 1.4789 -0.0180 -0.0469 0.0044
H -4.5791 0.8299 1.3996 -0.0015 -0.0059 -0.0245
H -4.6197 1.8105 -0.0786 -0.0086 -0.0481 -0.0086
H -3.2609 4.9510 0.1292 0.0379 -0.0136 0.0140
H -3.6042 3.6789 -1.0320 0.0016 0.0048 0.0409
H -2.0613 4.5729 -1.1017 -0.0150 0.0121 0.0166
H 1.0042 4.2931 1.2836 -0.0095 0.0083 0.0293
H -0.3481 5.2270 0.6092 0.0414 -0.0050 0.0306
H 0.5560 4.0998 -0.4046 -0.0061 0.0540 -0.0205
H 0.1367 2.6813 3.7769 -0.0090 -0.0150 -0.0082
H 1.3846 2.4343 2.5482 -0.0157 -0.0243 0.0176
H 0.5594 1.0483 3.2701 0.0343 -0.0010 -0.0198
H -2.2981 1.0236 3.9783 -0.0063 0.0350 -0.0082
H -1.5007 -0.2697 3.1048 0.0215 0.0113 0.0246
H -3.2371 0.0290 2.8623 0.0035 0.0016 -0.0087
O -2.5016 1.2478 -1.6516 0.2578 -0.0242 -0.1342
N -1.9436 0.1591 -0.9835 -0.5308 0.6775 1.1798
C -2.8280 -0.7071 -0.6721 0.0890 -0.3813 -0.1311
C -2.4900 -1.9736 -0.0478 -0.1274 0.2436 0.0583
C -3.5538 -2.7864 0.3141 -0.1221 -0.1272 0.1173
C -3.3303 -4.0347 0.8866 -0.0945 0.0726 -0.0385
C -2.0351 -4.4623 1.0811 0.1739 0.0252 -0.0018
C -0.9568 -3.6501 0.7100 -0.0677 -0.1590 -0.0089
C -1.1654 -2.4098 0.1342 0.2192 0.0571 0.1057
P 0.2835 -1.4306 -0.4126 -0.3134 0.3015 -0.0999
C 1.6764 -2.2688 0.3163 0.1008 0.0286 0.1375
C 2.4401 -3.1697 -0.4178 0.0475 -0.0112 0.0295
C 3.4971 -3.8253 0.1999 0.0069 -0.0118 -0.0027
C 3.7832 -3.5830 1.5359 0.0102 -0.0081 -0.0049
C 3.0185 -2.6806 2.2688 -0.0190 0.0075 -0.0115
C 1.9669 -2.0194 1.6591 -0.0205 -0.1082 0.0140
C 0.3127 -1.5794 -2.2111 -0.1462 -0.1511 0.0069
C 0.6260 -0.4840 -3.0176 0.0213 -0.0620 0.0185
C 0.6024 -0.6120 -4.3972 0.0027 -0.0348 -0.0385
C 0.2550 -1.8265 -4.9790 0.0061 0.0656 0.0030
C -0.0689 -2.9142 -4.1819 0.0030 -0.0261 0.0577
C -0.0432 -2.7932 -2.7992 0.0025 -0.0352 -0.0544
H -1.8533 1.4492 -2.3433 -0.0291 0.0726 -0.0763
H -3.8640 -0.5106 -0.9430 0.0670 -0.0903 -0.2086
H -4.5682 -2.4431 0.1459 0.0174 -0.0147 -0.0069
H -4.1650 -4.6616 1.1682 -0.0033 0.0059 -0.0099
H -1.8425 -5.4346 1.5151 0.0106 0.0193 0.0155
H 0.0508 -4.0107 0.8645 -0.0181 -0.0256 0.0201
H 2.2232 -3.3575 -1.4613 0.0245 0.0181 -0.0001
H 4.0977 -4.5255 -0.3654 -0.0059 0.0121 0.0101
H 4.6078 -4.0987 2.0101 -0.0054 0.0165 -0.0038
H 3.2489 -2.4925 3.3092 -0.0004 -0.0018 -0.0149
H 1.3768 -1.3016 2.2190 0.0000 0.0047 0.0058
H 0.9029 0.4618 -2.5677 0.0154 0.0505 0.0257
H 0.8586 0.2330 -5.0227 -0.0046 0.0002 0.0096
H 0.2336 -1.9219 -6.0569 0.0051 0.0057 0.0230
H -0.3457 -3.8575 -4.6339 0.0127 0.0122 0.0068
H -0.3047 -3.6472 -2.1840 -0.0097 0.0263 -0.0172
C 3.6038 2.1067 1.0097 -0.1690 0.1085 0.1747
C 2.8821 1.6375 -0.2452 0.1643 0.0153 0.1543
C 3.1274 2.6100 -1.3925 -0.2041 0.1026 -0.0455
C 3.3933 0.2623 -0.6140 -0.2783 -0.1304 -0.0603
O 1.4520 1.7259 0.0107 1.4254 0.3484 0.0557
H 4.6760 2.1870 0.8309 -0.0146 -0.0261 -0.0078
H 3.4444 1.3991 1.8275 0.0332 0.0329 -0.0128
H 3.2386 3.0902 1.3155 0.0612 -0.0260 -0.0090
H 4.1909 2.6371 -1.6286 0.0002 0.0212 -0.0009
H 2.8093 3.6193 -1.1246 0.0344 -0.0377 -0.0125
H 2.5847 2.3010 -2.2895 0.0343 -0.0084 0.0342
H 4.4532 0.3238 -0.8598 -0.0072 0.0334 -0.0021
H 2.8770 -0.1468 -1.4856 0.0117 -0.0028 0.0065
H 3.2827 -0.4191 0.2232 0.0889 -0.0342 0.0009
```
Forces are in eV/Å.

For the gap between HOMO and LUMO (spin up / spin down), the calculation gives 6.063 / 5.808 eV. The calculation puts the largest force on an atom at 1.54 eV Å⁻¹. The calculation puts the LUMO energy (spin up / spin down) at -8.069 / -8.202 eV. Its multiplicity is 1. The energy above the lowest of the compared OMol25 structures with the same formula, charge and spin is 60.18 kJ/mol. The net charge is +2. The value obtained for the HOMO energy (spin up / spin down) is -14.132 / -14.011 eV.

=====

C33H40NPSe2W | ωB97M-V/def2-TZVPD

```
78
Properties=species:S:1:pos:R:3:forces:R:3
W -0.6101 -0.3628 0.8497 -0.0505 1.3392 0.0649
C 2.7993 0.5102 2.8228 -0.0001 0.0203 -0.0099
C 1.3664 0.0768 2.7036 0.0148 -0.2344 -0.0333
C 0.3485 1.0149 2.9231 -0.0795 -0.0732 -0.0090
C 0.7237 2.4636 3.0635 -0.0583 0.0422 0.0043
C -0.9921 0.5760 3.1805 0.1919 0.0947 -0.0523
C -2.0873 1.5759 3.4354 -0.0390 -0.0039 -0.0088
C -1.2268 -0.7961 3.3706 0.0445 -0.2944 0.2030
C -2.4751 -1.2887 4.0362 -0.0331 0.0286 -0.0155
C -0.2418 -1.7416 2.9680 -0.0989 -0.1103 0.1670
C -0.5292 -3.2110 3.0779 -0.0089 -0.0128 -0.0309
C 1.0373 -1.3053 2.5685 0.1887 -0.0525 0.1353
C 2.0803 -2.3265 2.2204 0.0655 0.0117 0.0262
H 3.0018 0.6153 3.8949 -0.0132 -0.0126 -0.0114
H 3.0032 1.4718 2.3628 -0.0104 -0.0116 0.0149
H 3.4992 -0.2201 2.4370 0.0224 0.0220 -0.0267
H 1.1225 2.8756 2.1337 0.0218 0.0012 0.0118
H 1.5127 2.5558 3.8108 -0.0105 -0.0198 0.0241
H -0.1051 3.0806 3.3924 0.0156 0.0177 -0.0550
H -2.1067 1.8625 4.4900 0.0116 -0.0256 0.0012
H -3.0589 1.1589 3.1820 -0.0150 0.0239 -0.0003
H -1.9538 2.4800 2.8490 -0.0167 -0.0004 -0.0116
H -3.1140 -1.8502 3.3514 -0.0098 -0.0018 0.0030
H -3.0559 -0.4805 4.4671 -0.0108 -0.0024 -0.0115
H -2.1971 -1.9648 4.8460 0.0166 -0.0101 -0.0198
H -1.5935 -3.4200 3.1195 0.0040 0.0174 -0.0093
H -0.0678 -3.6032 3.9883 -0.0056 0.0017 0.0023
H -0.1138 -3.7640 2.2395 0.0027 -0.0154 -0.0014
H 2.9118 -1.8923 1.6778 0.0120 -0.0033 -0.0185
H 1.6639 -3.1065 1.5895 0.0049 -0.0351 0.0026
H 2.4656 -2.7972 3.1285 -0.0165 0.0190 0.0167
Se -0.8386 2.0238 0.1473 0.1509 0.3019 0.2499
P -1.5803 0.5536 -1.2253 0.0227 -0.4913 -0.7355
Se -2.4611 -1.6373 0.6591 -0.3468 -0.4067 0.0746
C -0.8085 0.1200 -2.7817 -0.0094 0.0016 0.0898
C -1.3966 -0.9588 -3.4550 -0.0056 0.0613 0.0690
C -0.8058 -1.4407 -4.6085 -0.0017 -0.0394 -0.0537
C 0.3612 -0.8573 -5.0898 0.0129 0.0234 0.0188
C 0.9427 0.2056 -4.4138 -0.0336 -0.0213 -0.0004
C 0.3636 0.6934 -3.2507 0.0913 0.0805 -0.0007
C -3.3268 0.8680 -1.5448 0.1020 0.0436 -0.0454
C -3.7031 1.1816 -2.8547 -0.0280 -0.0839 0.0988
C -5.0112 1.5584 -3.1206 -0.0083 0.0060 -0.0505
C -5.9401 1.6314 -2.0953 -0.0383 0.0066 -0.0052
C -5.5622 1.3468 -0.7886 0.0682 -0.0284 0.0468
C -4.2592 0.9749 -0.5109 -0.0440 0.0566 -0.0370
H -2.3125 -1.4085 -3.0881 0.0058 -0.0126 -0.0085
H -1.2592 -2.2683 -5.1385 0.0062 0.0176 0.0170
H 0.8169 -1.2307 -5.9980 -0.0245 -0.0021 0.0160
H 1.8472 0.6614 -4.7943 -0.0025 0.0037 0.0193
H 0.8450 1.4977 -2.7131 0.0147 0.0336 0.0305
H -2.9861 1.1384 -3.6612 -0.0010 0.0123 -0.0224
H -5.2998 1.8000 -4.1349 0.0083 -0.0070 0.0183
H -6.9609 1.9216 -2.3086 0.0288 -0.0057 -0.0052
H -6.2834 1.4193 0.0147 0.0133 0.0025 -0.0181
H -3.9711 0.7849 0.5126 0.0235 -0.0216 0.0759
C 4.1326 1.5268 -2.0731 -0.0554 -0.0913 -0.0282
N 2.8623 1.6927 -1.3718 -0.1037 0.1285 -0.1281
C 2.4613 3.0695 -1.1066 0.0036 -0.0502 0.1410
C 2.6522 0.7727 -0.2653 0.1362 -0.0968 -0.1765
C 2.1645 -0.6153 -0.6765 0.0468 0.1652 0.0874
C 3.0880 -1.3880 -1.3749 0.0289 -0.0537 -0.0672
C 2.7762 -2.6359 -1.8887 -0.0437 -0.0128 0.0189
C 1.5015 -3.1457 -1.6995 0.0756 -0.0156 -0.0350
C 0.5806 -2.4217 -0.9668 0.0097 0.0289 0.1127
C 0.8813 -1.1527 -0.4078 -0.0477 -0.2843 -0.2327
H 4.5127 2.4868 -2.4167 -0.0696 0.0041 -0.0192
H 4.0248 0.8840 -2.9510 0.0417 -0.0179 0.0404
H 4.9006 1.0852 -1.4263 0.0164 0.0484 0.0337
H 3.1045 3.7668 -1.6384 0.0048 -0.0208 -0.0219
H 2.5188 3.3287 -0.0399 0.0452 0.0087 -0.0189
H 1.4364 3.2692 -1.4410 0.0045 -0.0172 0.0366
H 1.9481 1.2375 0.4172 -0.1246 0.0159 0.0438
H 3.6004 0.6382 0.2787 -0.0338 0.0176 0.0138
H 4.0883 -1.0002 -1.5232 -0.0550 -0.0115 0.0024
H 3.5207 -3.2017 -2.4335 -0.0050 0.0100 0.0106
H 1.2242 -4.1081 -2.1100 -0.0006 0.0162 0.0090
H -0.3967 -2.8548 -0.8225 -0.0195 -0.0227 -0.0171
```
Forces are in eV/Å.

For the gap between HOMO and LUMO (spin up / spin down), the calculation gives 5.680 / 5.679 eV. The calculation puts the largest force on an atom at 1.34 eV Å⁻¹. The calculation puts the LUMO energy (spin up / spin down) at -7.636 / -7.637 eV. Its multiplicity is 1. The net charge is +2. The value obtained for the HOMO energy (spin up / spin down) is -13.315 / -13.315 eV.

=====

C33H41BFI2O6PS | ωB97M-V/def2-TZVPD

```
86
Properties=species:S:1:pos:R:3:forces:R:3
C 0.2435 0.4296 4.9760 0.1663 0.6422 -0.1187
C 0.7542 1.7391 4.9303 -1.0794 -1.4670 -0.8943
C 1.2319 2.4636 3.6582 3.2493 -0.0943 0.7816
O 2.1876 3.2090 3.7460 -0.9524 0.0209 0.0524
O 0.6418 2.2987 2.4125 -0.4369 -0.0936 1.4867
C 0.0557 3.5256 1.9236 -1.6826 1.3177 -0.8496
C 0.2057 3.7114 0.3646 0.6358 -1.0643 0.4014
C 1.7278 3.6081 -0.1189 -2.0337 -0.2719 -0.4105
C 1.6651 3.1045 -1.6323 -0.0079 1.3903 0.7136
C 3.0639 2.8753 -2.3057 -0.0780 0.6906 -0.2267
C 3.4495 1.4151 -2.7723 1.1955 -0.2653 0.4397
C 2.5974 0.2459 -2.2180 -1.1851 -1.6631 0.4844
C 1.3023 -0.0052 -2.9097 0.3218 -0.4397 0.6480
B 0.8400 0.9402 -4.1463 0.0083 0.1892 -1.0662
C -0.5393 1.7692 -4.1290 -0.0861 -0.3370 0.9174
O 1.6498 1.0453 -5.3180 -0.7355 -0.8823 0.9905
C 0.3805 -1.0469 -2.5112 1.8045 -0.0364 1.7549
C 0.7658 -1.8901 -1.3517 0.3560 1.4324 -0.9913
C 2.0269 -1.6716 -0.6738 -0.2041 0.0916 -0.4094
C 2.3762 -2.5746 0.5412 0.8911 0.7030 0.1694
C 2.2816 -1.8146 1.9264 0.9924 -1.0859 0.2625
O 1.0012 -1.9832 2.5643 0.1886 1.0534 -0.5212
C 3.0027 -0.6210 -1.0783 -2.5660 0.6361 -1.0620
C 4.3721 -0.4759 -0.3293 -0.1679 -1.4219 -1.7096
I 4.7600 1.4900 0.4825 0.0248 -0.6419 0.1972
C 5.5940 -0.8867 -1.2988 1.1951 0.7157 1.8999
C 6.7138 -1.5107 -0.3415 -1.0978 0.1213 -0.5208
I 5.0564 -2.3411 -2.8053 0.2769 0.4491 0.2672
C -0.2868 -2.9498 -0.9333 -0.4445 0.9361 -0.3819
O -0.0574 -4.0948 -0.6315 0.0440 0.5327 0.0346
C -1.7704 -2.4307 -0.9873 -1.6610 1.1099 -0.1684
C -2.7568 -2.7155 0.0653 -0.0146 1.5338 -1.6408
P -2.3355 -3.7404 1.5819 -0.4391 -0.7360 -0.5814
S -3.3784 -5.3950 1.6493 0.1126 0.3329 0.0932
C -4.1045 -2.1366 -0.0894 0.0960 -0.0490 -0.9172
C -5.2437 -2.3278 0.9920 0.6561 1.6281 -0.5318
C -5.8177 -0.8601 1.2860 0.9293 -0.2745 0.4479
C -6.3402 -0.6750 2.7587 -0.1158 1.3887 -0.1252
C -7.3745 0.5377 2.7710 0.5215 -0.6550 -0.1642
C -4.4816 -1.3171 -1.2583 2.3549 -1.1106 0.3435
C -3.4830 -1.0551 -2.2760 -0.0969 -1.0970 1.6751
F -3.8317 -0.2653 -3.3321 0.5839 -0.8594 1.0232
C -2.1485 -1.5979 -2.1445 0.3346 -0.3617 0.9829
C -0.9942 -1.3254 -3.1740 -0.4682 -0.1540 1.1405
O -1.1996 -1.3871 -4.3606 0.4620 0.4188 0.3634
H -0.8258 0.2148 5.2437 1.5343 0.1180 1.6351
H 0.8973 -0.4581 4.7932 -0.9983 0.7076 -1.6565
H 0.8368 2.2625 5.9193 -1.3719 0.5875 -1.4236
H -1.0574 3.4426 2.1129 1.0907 0.1001 -0.0261
H 0.4069 4.4314 2.4880 0.1092 -1.0420 -0.5033
H -0.3860 2.8663 -0.0995 0.6474 0.7856 0.3824
H -0.2903 4.6540 0.0139 0.4687 -0.6954 0.5816
H 2.1515 4.6391 -0.0320 0.1426 -1.0257 -0.0564
H 2.1975 2.8643 0.5654 -0.0199 0.7817 -0.6885
H 0.9422 2.2562 -1.6421 0.8788 0.3652 -0.2014
H 1.1559 3.9529 -2.1815 0.3699 -0.9700 0.4246
H 3.8502 3.2899 -1.6129 -0.7883 -0.5991 -0.6746
H 3.1194 3.5423 -3.2152 -0.0691 -0.7678 0.8444
H 4.5085 1.2264 -2.4301 -1.0690 0.2789 -0.3838
H 3.5303 1.4247 -3.8958 -0.5175 -0.4344 1.1731
H -1.3439 1.2118 -4.6870 0.7747 0.6473 0.3607
H -0.8743 1.8371 -3.0571 -0.0024 0.0654 -0.9555
H -0.4288 2.8102 -4.5237 -0.0765 -0.9366 0.1436
H 1.2634 0.5203 -6.0420 0.1859 0.5358 0.2187
H 3.4654 -2.8548 0.4283 -1.1491 0.0746 0.0805
H 1.8205 -3.5386 0.5951 0.2398 0.9669 -0.1655
H 3.0346 -2.3239 2.6018 -0.6739 0.5640 -0.6130
H 2.6006 -0.7427 1.8534 -0.5278 -0.7773 -0.0910
H 0.6790 -1.0909 2.7923 0.0597 -0.6185 -0.1789
H 4.4631 -1.1857 0.5355 -0.4157 0.9540 -0.8418
H 6.0709 0.0301 -1.7399 -0.8406 -1.0305 -0.1137
H 7.6959 -1.5933 -0.8708 -0.8804 -0.0117 0.5753
H 6.7776 -0.8239 0.5513 0.2047 -0.7951 -0.8468
H 6.3205 -2.5226 -0.0393 0.7477 0.9488 -0.0816
H -2.5479 -2.9029 2.7260 0.2652 -0.0155 -0.6496
H -0.9342 -4.0283 1.5843 -0.6461 0.7605 -0.0603
H -6.0631 -2.9802 0.5978 0.9080 0.2700 0.5231
H -4.7996 -2.7045 1.9491 -0.6256 -0.0068 -0.9688
H -4.9307 -0.1704 1.1678 -0.9870 -0.5108 0.1165
H -6.5529 -0.5218 0.5059 0.4135 -0.5263 0.8926
H -5.4821 -0.3327 3.4015 -0.6208 -0.6260 -0.5625
H -6.7526 -1.6010 3.2297 0.1435 0.7076 -0.6052
H -7.7000 0.8019 3.8118 0.1095 -0.3250 -1.0301
H -8.2322 0.2425 2.1110 0.5170 0.5000 0.7866
H -6.8768 1.4441 2.3224 -0.5134 -0.8845 0.4145
H -5.5128 -0.9023 -1.3354 1.1350 -0.3933 -0.0548
```
Forces are in eV/Å.

For the gap between HOMO and LUMO, the calculation gives 7.038 eV. The calculation puts the largest force on an atom at 3.34 eV Å⁻¹. The calculation puts the LUMO energy at -1.452 eV. Its multiplicity is 1. As for the SMILES: C=CC(=O)OCCCCCCc1c(B(C)O)c2c(c(CCO)c1[C@H](I)[C@@H](C)I)C(=O)c1c([PH2]=S)c(CCCC)cc(F)c1C2=O. The value obtained for the HOMO energy is -8.489 eV.